1.
Computed, not measured: a 12-piece molecular cluster, C24H72O24 overall, with ωB97M-V/def2-TZVPD.

Cartesian coordinates (Å):
1 C -4.89 -0.46 -1.80
2 C -5.04 -1.80 -1.12
3 O -4.79 -2.84 -2.03
4 O -3.51 -0.22 -2.08
5 H -5.28 0.39 -1.23
6 H -5.46 -0.47 -2.74
7 H -6.08 -1.89 -0.79
8 H -4.36 -1.79 -0.24
9 H -3.86 -2.76 -2.31
10 H -3.41 0.72 -2.24
11 C -3.35 2.72 -4.57
12 C -2.60 2.66 -3.23
13 O -3.43 2.50 -2.07
14 O -3.89 1.48 -4.98
15 H -2.68 3.14 -5.34
16 H -4.19 3.43 -4.55
17 H -1.98 3.57 -3.14
18 H -1.97 1.76 -3.25
19 H -4.00 3.28 -2.02
20 H -3.17 0.85 -5.06
21 C -2.69 -1.91 3.58
22 C -4.03 -2.37 3.00
23 O -5.00 -1.32 3.00
24 O -1.97 -1.03 2.71
25 H -2.02 -2.75 3.76
26 H -2.86 -1.39 4.53
27 H -4.49 -3.13 3.65
28 H -3.84 -2.75 1.99
29 H -4.58 -0.66 2.44
30 H -2.36 -0.15 2.80
31 C 2.65 -0.52 -5.97
32 C 1.63 0.17 -5.08
33 O 1.03 -0.65 -4.09
34 O 2.08 -1.18 -7.10
35 H 3.23 -1.20 -5.32
36 H 3.39 0.25 -6.26
37 H 0.79 0.54 -5.68
38 H 2.18 0.98 -4.60
39 H 1.73 -0.95 -3.51
40 H 2.81 -1.59 -7.58
41 C 0.66 -0.62 5.20
42 C 1.46 -1.05 6.42
43 O 1.69 0.09 7.25
44 O 1.38 0.36 4.45
45 H -0.27 -0.15 5.54
46 H 0.38 -1.48 4.59
47 H 2.41 -1.50 6.12
48 H 0.86 -1.76 6.99
49 H 2.50 0.53 6.98
50 H 1.38 0.05 3.54
51 C -3.22 1.78 1.37
52 C -2.77 3.22 1.23
53 O -1.38 3.35 1.54
54 O -3.32 1.33 2.74
55 H -2.54 1.09 0.88
56 H -4.19 1.64 0.89
57 H -3.34 3.88 1.89
58 H -2.90 3.53 0.19
59 H -1.29 3.69 2.43
60 H -4.17 1.56 3.12
61 C 5.13 -1.95 -1.36
62 C 3.85 -1.15 -1.59
63 O 2.97 -1.92 -2.40
64 O 4.91 -2.94 -0.35
65 H 5.92 -1.32 -0.96
66 H 5.37 -2.39 -2.35
67 H 4.09 -0.25 -2.17
68 H 3.47 -0.97 -0.56
69 H 2.50 -2.54 -1.84
70 H 4.63 -3.76 -0.76
71 C 1.21 4.07 -1.73
72 C 1.91 3.32 -2.83
73 O 2.34 2.03 -2.37
74 O 2.18 4.49 -0.77
75 H 0.41 3.49 -1.22
76 H 0.69 4.96 -2.12
77 H 2.73 3.99 -3.15
78 H 1.24 3.14 -3.67
79 H 2.79 2.18 -1.54
80 H 1.91 4.16 0.10
81 C 4.23 -1.08 2.27
82 C 3.46 -2.40 2.48
83 O 4.10 -3.24 3.44
84 O 5.52 -1.26 1.68
85 H 4.37 -0.63 3.26
86 H 3.54 -0.38 1.73
87 H 3.26 -2.88 1.51
88 H 2.46 -2.17 2.86
89 H 4.77 -3.75 2.97
90 H 5.44 -1.96 1.03
91 C -1.88 -4.43 -1.98
92 C -2.11 -4.31 -0.48
93 O -1.08 -3.63 0.22
94 O -2.08 -3.17 -2.62
95 H -2.63 -5.10 -2.42
96 H -0.85 -4.74 -2.19
97 H -2.16 -5.33 -0.07
98 H -3.13 -3.85 -0.43
99 H -1.24 -2.67 0.18
100 H -1.48 -2.49 -2.29
101 C 0.29 0.45 0.63
102 C -0.20 -0.09 -0.70
103 O -1.40 -0.85 -0.58
104 O 0.67 -0.63 1.49
105 H -0.45 1.10 1.10
106 H 1.17 1.07 0.44
107 H 0.59 -0.76 -1.05
108 H -0.31 0.73 -1.41
109 H -2.12 -0.55 -1.15
110 H -0.15 -1.06 1.76
111 C 2.00 3.37 2.90
112 C 3.30 2.59 2.99
113 O 4.29 3.27 2.24
114 O 1.44 3.20 1.60
115 H 2.28 4.43 3.03
116 H 1.30 2.97 3.65
117 H 3.18 1.61 2.55
118 H 3.58 2.43 4.03
119 H 4.24 4.20 2.46
120 H 0.48 3.15 1.68

Output
Energy above the lowest of the compared OMol25 structures with the same formula, charge and spin = 12.1 kcal/mol
Structure (SMILES) = OCCO.OCCO.OCCO.OCCO.OCCO.OCCO.OCCO.OCCO.OCCO.OCCO.OCCO.OCCO
Orbital gap = 9.42 eV
Calculated total energy = -75190.796 eV
E_HOMO = -9.6 eV
Maximum force = 1.25 eV Å⁻¹

---

2.
Computed, not measured: a 5-piece molecular cluster, H12NO4 overall, with ωB97M-V/def2-TZVPD.

Cartesian coordinates (Å):
1 N 0.24 0.36 0.55
2 H 0.17 0.01 -0.46
3 H 0.80 1.22 0.45
4 H -0.70 0.47 0.97
5 H 0.80 -0.33 1.04
6 H 1.02 -4.37 -0.93
7 H -0.10 -4.67 -1.97
8 O 0.36 -3.92 -1.50
9 H 1.40 3.30 2.37
10 H 2.23 4.30 1.39
11 O 1.83 3.40 1.50
12 H -3.18 0.61 0.76
13 H -2.58 1.77 1.47
14 O -2.41 0.84 1.30
15 H 0.04 -1.65 -2.09
16 H 0.02 -0.37 -2.81
17 O 0.04 -0.70 -1.90

Output
Spin multiplicity = 2
Energy above the lowest of the compared OMol25 structures with the same formula, charge and spin = 2.2 kcal/mol
Orbital gap (spin up / spin down) = 12.29 / 1.78 eV
Charge = +2
Calculated total energy = -9854.071 eV
Expectation value of S² = 0.756
E_HOMO (spin up / spin down) = -18.8 / -17.6 eV
Maximum force = 1.74 eV Å⁻¹

---

3.
Computed, not measured: an isolated ion of composition CH6N3O and charge +1, with ωB97M-V/def2-TZVPD.

Cartesian coordinates (Å):
1 C 0.71 -1.02 0.26
2 N 0.44 1.40 -0.21
3 N -1.35 0.11 0.02
4 N -0.08 0.20 0.05
5 O -2.10 1.06 -0.05
6 H 1.09 -1.49 -0.69
7 H 0.17 -1.78 0.74
8 H 1.63 -1.00 0.72
9 H 1.39 1.51 0.00
10 H -0.26 1.91 -0.74
11 H -1.64 -0.89 -0.10

Output
Energy above the lowest of the compared OMol25 structures with the same formula, charge and spin = 92.8 kcal/mol
Structure (SMILES) = CN(N)[NH+]=O
Orbital gap (spin up / spin down) = 9.40 / 9.40 eV
Charge = +1
Calculated total energy = -7640.561 eV
E_HOMO (spin up / spin down) = -14.9 / -14.9 eV
Maximum force = 3.43 eV Å⁻¹

---

4.
Computed, not measured: C6H12O in the gas phase, with ωB97M-V/def2-TZVPD.

Cartesian coordinates (Å):
1 C -2.01 0.45 -1.67
2 O -0.68 0.21 -1.29
3 C -0.45 0.39 0.08
4 C -0.59 -0.82 1.03
5 C 0.72 -0.35 1.72
6 C 1.04 0.51 0.47
7 C 1.99 -0.17 -0.51
8 H -2.27 1.51 -1.55
9 H -2.73 -0.15 -1.09
10 H -2.10 0.18 -2.72
11 H -1.03 1.25 0.45
12 H -1.49 -0.90 1.64
13 H -0.45 -1.75 0.48
14 H 1.45 -1.12 1.98
15 H 0.52 0.25 2.61
16 H 1.38 1.53 0.68
17 H 2.99 -0.24 -0.08
18 H 1.65 -1.18 -0.76
19 H 2.05 0.40 -1.45

Output
Energy above the lowest of the compared OMol25 structures with the same formula, charge and spin = 31.1 kcal/mol
Structure (SMILES) = CO[C@H]1CC[C@H]1C
Orbital gap = 10.64 eV
Calculated total energy = -8463.005 eV
E_HOMO = -9.5 eV
Maximum force = 0.33 eV Å⁻¹

---

5.
Computed, not measured: a 6-piece molecular cluster, C5H22N2O6 overall, with ωB97M-V/def2-TZVPD.

Cartesian coordinates (Å):
1 C -1.27 0.32 -0.88
2 C -0.18 1.23 -0.34
3 C 0.06 0.86 1.13
4 C -0.45 2.70 -0.70
5 N -0.89 -1.06 -1.33
6 C 0.38 -1.35 -1.81
7 N 0.60 -2.75 -1.88
8 O 1.34 -0.69 -2.17
9 H -1.90 0.05 -0.03
10 H -1.96 0.77 -1.62
11 H 0.69 0.97 -0.93
12 H 0.98 1.19 1.61
13 H 0.22 -0.22 1.18
14 H -0.84 1.21 1.63
15 H 0.45 3.17 -0.29
16 H -1.33 3.03 -0.12
17 H -0.66 2.89 -1.74
18 H -1.16 -1.80 -0.69
19 H -0.17 -3.41 -1.79
20 H 1.08 -3.06 -2.71
21 H -4.10 -1.41 -1.09
22 H -3.93 -0.89 0.29
23 O -3.78 -1.68 -0.21
24 H 0.57 -3.27 0.66
25 H 1.20 -3.73 1.93
26 O 0.56 -3.10 1.62
27 H 3.54 2.02 0.83
28 H 4.46 1.84 2.05
29 O 3.87 2.46 1.63
30 H -1.42 0.26 3.24
31 H -3.05 0.44 3.60
32 O -2.33 0.13 3.04
33 H 2.60 0.41 -1.29
34 H 3.50 1.46 -1.83
35 O 3.31 1.01 -0.98

Output
Energy above the lowest of the compared OMol25 structures with the same formula, charge and spin = 45.6 kcal/mol
Structure (SMILES) = CC(C)CNC(N)=O.O.O.O.O.O
Orbital gap = 10.57 eV
Calculated total energy = -20807.293 eV
E_HOMO = -10.1 eV
Maximum force = 2.86 eV Å⁻¹

---

6.
Computed, not measured: C16H14F9N7O3V as an isolated structure, with ωB97M-V/def2-TZVPD.

Cartesian coordinates (Å):
1 V 0.07 -0.14 0.25
2 N 2.17 0.48 0.41
3 N 2.90 -0.67 0.73
4 C 2.20 -1.83 1.01
5 O 2.70 -2.82 1.44
6 O 0.89 -1.69 0.68
7 H 2.55 0.91 -0.43
8 H 2.21 1.18 1.16
9 H 3.83 -0.57 1.12
10 F 0.44 1.37 3.46
11 C 0.06 2.49 2.82
12 F 1.15 2.92 2.15
13 F -0.27 3.40 3.71
14 C -1.08 2.17 1.82
15 O -0.55 1.47 0.76
16 C -1.72 3.48 1.28
17 F -2.54 4.02 2.18
18 F -2.41 3.23 0.17
19 F -0.77 4.36 0.98
20 C -2.17 1.28 2.50
21 F -1.71 0.03 2.63
22 F -2.51 1.73 3.70
23 F -3.26 1.22 1.73
24 C -2.82 0.67 -1.64
25 C -2.76 -0.59 -0.86
26 N -1.67 -1.09 -0.27
27 C -2.04 -2.29 0.32
28 C -3.35 -2.50 0.08
29 N -3.79 -1.43 -0.68
30 C -5.19 -1.20 -1.04
31 N -5.90 -0.53 0.00
32 N -6.07 -1.19 1.18
33 N -6.45 -0.38 2.08
34 C -6.52 0.89 1.53
35 C -6.88 2.10 2.11
36 C -6.82 3.22 1.32
37 C -6.44 3.13 -0.04
38 C -6.11 1.94 -0.63
39 C -6.14 0.81 0.19
40 H -1.86 1.17 -1.65
41 H -3.54 1.37 -1.20
42 H -3.11 0.48 -2.68
43 H -1.33 -2.90 0.86
44 H -4.02 -3.29 0.38
45 H -5.64 -2.17 -1.22
46 H -5.23 -0.60 -1.95
47 H -7.18 2.15 3.15
48 H -7.08 4.19 1.72
49 H -6.44 4.04 -0.64
50 H -5.86 1.88 -1.69

Output
Spin multiplicity = 3
Energy above the lowest of the compared OMol25 structures with the same formula, charge and spin = 10.8 kcal/mol
Orbital gap (spin up / spin down) = 7.12 / 7.47 eV
Charge = +1
Calculated total energy = -83534.022 eV
Expectation value of S² = 2.011
E_HOMO (spin up / spin down) = -11.7 / -11.7 eV
Maximum force = 0.47 eV Å⁻¹